Computed, not measured: C21H33N3O3 in the gas phase, with ωB97M-V/def2-TZVPD.

```
60
C21H33N3O3 ωB97M-V/def2-TZVPD
O 2.94 3.46 0.34
O -3.91 -0.14 1.08
O -0.87 1.21 1.79
N 3.03 2.14 -1.47
N 1.85 0.21 -0.12
N -2.23 2.38 0.44
C 2.41 1.16 -2.33
C 3.47 -2.10 0.79
C -2.47 -1.90 0.57
C 2.82 -0.52 2.61
C 1.27 -0.87 0.67
C -2.86 -0.27 -1.13
C 0.07 2.04 -0.27
C -1.66 -2.61 -0.29
C -1.43 -2.17 -1.59
C -3.33 2.22 1.38
C -2.45 3.22 -0.71
C -1.03 1.83 0.76
C 1.59 -2.67 2.34
C 2.53 2.49 -0.27
C -2.04 -0.99 -1.99
C -3.08 -0.72 0.16
C 1.45 1.55 0.24
C 1.90 -0.06 -1.54
C 2.30 -1.54 1.60
C -4.37 1.18 0.92
C -0.57 -2.96 -2.52
H -1.94 4.18 -0.60
H 0.91 -0.36 -1.95
H 0.85 -1.63 0.00
H 2.00 -0.10 3.18
H 2.58 -0.90 -1.68
H -0.37 -2.42 -3.44
H -3.52 3.42 -0.80
H 0.74 -2.29 2.90
H 4.18 -2.59 1.45
H -0.21 1.49 -1.18
H -5.24 1.25 1.58
H -3.83 3.19 1.53
H 2.27 -3.16 3.04
H 3.15 0.84 -3.07
H -1.06 -3.90 -2.78
H -1.88 -0.62 -2.99
H 1.44 1.62 1.33
H -4.69 1.38 -0.11
H 3.34 0.29 2.09
H 3.52 -0.99 3.30
H 0.45 -0.49 1.28
H -1.20 -3.53 0.05
H -3.32 0.63 -1.50
H 3.75 2.73 -1.86
H 1.23 -3.42 1.64
H 1.58 1.63 -2.88
H 3.12 -2.83 0.06
H -2.90 1.88 2.32
H -2.64 -2.24 1.58
H 3.98 -1.29 0.27
H -2.11 2.75 -1.63
H 0.13 3.10 -0.51
H 0.38 -3.21 -2.05
```

## Properties
HOMO-LUMO gap: 8.5 eV
Molecular weight: 375.5 g mol⁻¹
Maximum force: 0.651 eV/Å
HOMO energy: -8.069 eV
Energy above the lowest of the compared OMol25 structures with the same formula, charge and spin: 126.2 kJ/mol
SMILES string: Cc1ccc(OCCN(C)C(=O)C[C@@H]2C(=O)NCCN2CC(C)(C)C)cc1
Total energy: -32926.16807 eV



Computed, not measured: 7 unconnected molecules or ions with the total composition C49H107N5O9, with ωB97M-V/def2-TZVPD.

```
170
C49H107N5O9 ωB97M-V/def2-TZVPD
O 10.49 15.23 10.62
O 20.06 14.20 14.00
O 11.95 14.04 12.61
O 18.66 9.09 9.05
O 11.92 16.13 14.59
O 13.71 9.18 17.94
O 15.01 18.26 11.73
O 17.35 14.86 14.52
O 14.40 16.01 13.34
N 10.98 16.44 15.59
N 14.08 19.17 12.25
N 17.88 9.42 10.23
N 9.84 15.27 9.29
N 13.15 9.36 16.58
C 14.34 11.57 16.47
C 13.23 14.31 11.99
C 11.64 10.93 17.73
C 12.94 17.36 17.06
C 11.05 8.46 17.24
C 11.90 14.39 8.24
C 14.09 10.25 15.82
C 18.46 15.79 14.78
C 9.45 17.29 13.98
C 11.75 9.75 16.73
C 13.53 10.45 14.40
C 15.60 19.66 14.04
C 7.74 14.38 10.39
C 12.26 18.27 10.94
C 15.89 9.20 8.86
C 12.15 20.62 11.64
C 7.78 15.53 8.09
C 15.98 10.69 10.81
C 14.86 20.31 12.91
C 15.88 20.90 11.94
C 17.18 11.42 8.84
C 12.15 14.90 17.06
C 16.81 11.18 12.07
C 8.20 16.86 10.14
C 12.94 21.77 12.20
C 17.81 10.06 12.53
C 8.16 14.36 7.22
C 14.29 14.60 13.07
C 12.05 11.03 14.46
C 15.41 9.44 15.71
C 11.74 16.36 16.85
C 10.67 16.61 17.90
C 9.27 18.04 16.43
C 11.26 10.00 15.31
C 9.96 17.98 17.73
C 19.72 15.11 15.02
C 13.79 21.28 13.34
C 8.41 15.50 9.50
C 18.70 9.77 11.34
C 19.62 11.01 11.07
C 10.26 17.67 15.20
C 16.74 10.18 9.63
C 10.32 14.11 8.54
C 19.68 8.58 11.59
C 13.66 19.79 9.77
C 10.23 12.71 9.09
C 13.06 19.46 11.19
C 11.20 18.84 14.81
C 9.67 14.13 7.10
H 12.50 14.30 9.23
H 16.23 18.82 13.80
H 20.54 11.03 11.64
H 8.61 16.91 11.17
H 16.23 20.33 14.51
H 16.70 21.37 12.53
H 14.24 22.09 13.81
H 11.95 15.33 7.68
H 16.30 20.12 11.24
H 14.28 20.69 9.73
H 6.67 15.54 8.15
H 13.51 22.21 11.36
H 19.11 11.94 11.21
H 15.60 8.48 9.58
H 15.45 21.58 11.21
H 14.62 11.44 17.50
H 19.12 7.63 11.48
H 11.53 20.84 10.77
H 8.06 16.44 7.52
H 15.86 9.47 16.70
H 15.21 14.14 12.80
H 7.80 13.40 7.67
H 11.63 7.58 16.90
H 11.30 14.31 11.92
H 13.64 17.43 16.21
H 9.94 13.19 6.56
H 13.57 13.40 11.53
H 15.10 8.45 15.44
H 13.98 13.98 13.95
H 19.86 10.98 10.02
H 16.57 15.31 14.24
H 10.62 10.94 18.07
H 17.93 11.18 7.99
H 11.67 11.16 13.48
H 10.74 19.69 14.32
H 8.32 14.41 11.34
H 11.63 15.42 14.04
H 7.72 13.43 9.83
H 14.22 11.04 13.75
H 15.12 12.16 15.96
H 8.55 17.72 9.54
H 8.71 17.99 13.62
H 13.51 9.43 13.92
H 7.17 17.06 10.25
H 8.99 19.04 16.19
H 18.34 10.45 13.42
H 11.31 9.01 14.83
H 11.86 11.89 17.28
H 8.38 17.44 16.51
H 10.02 8.60 16.88
H 11.76 19.20 15.71
H 13.75 8.20 17.98
H 13.50 17.15 18.00
H 11.04 8.42 18.36
H 10.21 14.87 6.45
H 11.50 14.22 16.57
H 17.40 12.04 11.81
H 10.37 12.72 10.18
H 17.37 9.12 12.79
H 8.91 16.35 14.27
H 16.37 11.95 8.44
H 11.71 18.49 10.04
H 10.68 18.76 17.87
H 16.13 9.88 15.01
H 13.16 14.67 16.68
H 17.65 12.16 9.57
H 12.36 10.79 18.57
H 13.33 15.07 11.20
H 10.20 10.32 15.33
H 18.22 16.41 15.66
H 14.95 17.51 12.34
H 15.30 9.97 11.23
H 12.09 14.76 18.12
H 12.27 22.52 12.66
H 20.57 8.48 11.00
H 16.21 11.56 12.91
H 11.19 16.52 18.86
H 11.52 18.01 11.77
H 7.67 14.34 6.27
H 9.97 15.79 17.92
H 10.10 17.09 13.15
H 20.50 15.89 15.03
H 13.60 16.32 13.78
H 15.14 9.77 8.35
H 13.46 12.23 16.50
H 19.10 8.26 9.16
H 19.77 14.65 16.03
H 12.32 13.58 7.62
H 9.24 18.04 18.53
H 13.09 20.65 13.92
H 10.91 12.03 8.65
H 19.96 8.65 12.71
H 14.33 18.97 9.46
H 14.81 19.28 14.72
H 16.42 8.70 8.05
H 11.98 18.60 14.12
H 12.84 19.81 9.06
H 18.46 16.42 13.88
H 11.92 12.02 14.93
H 19.26 14.04 13.48
H 6.71 14.63 10.65
H 9.23 12.33 9.00
H 12.65 18.38 17.18
H 12.82 17.39 10.78
H 15.25 11.42 10.53
H 10.70 16.14 10.88
H 11.49 20.25 12.42
```

## Properties
HOMO-LUMO gap: 8.7 eV
Molecular weight: 910.4 g mol⁻¹
Maximum force: 3.806 eV/Å
HOMO energy: -8.175 eV
Energy above the lowest of the compared OMol25 structures with the same formula, charge and spin: 135.8 kJ/mol
SMILES string: CC1(C)CCCC(C)(C)N1O.CC1(C)CCCC(C)(C)N1O.CC1(C)CCCC(C)(C)N1O.CC1(C)CCCC(C)(C)N1O.CC1(C)CCCC(C)(C)N1O.OCCO.OCCO
Total energy: -78417.86232 eV



Computed, not measured: 2 unconnected molecules or ions with the total composition C5H5NO, with ωB97M-V/def2-TZVPD.

```
12
C5H5NO ωB97M-V/def2-TZVPD
O -1.95 -0.32 0.06
N 2.57 -1.56 -0.31
C 1.60 -0.94 -0.22
C 0.48 1.20 0.15
C -0.79 -0.95 0.48
C 0.58 2.38 0.31
C 0.33 -0.20 -0.18
H -0.73 -2.02 0.23
H -1.62 -0.10 -1.01
H -0.53 -0.08 -1.51
H -0.58 -0.85 1.55
H 0.65 3.44 0.45
```

## Properties
HOMO-LUMO gap: 9.5 eV
Molecular weight: 95.1 g mol⁻¹
Maximum force: 4.155 eV/Å
HOMO energy: -10.567 eV
Energy above the lowest of the compared OMol25 structures with the same formula, charge and spin: 516.1 kJ/mol
Total energy: -8798.07039 eV